ORCA calculation (the ωB97M-V functional and the def2-TZVPD basis) on a molecular structure, C43H58F4N6O5PSSn in a non-equilibrium geometry.

## Properties
E_tot: -101541.220 eV
E_LUMO (alpha / beta): 0.0833 / 0.0753 Ha
Charge: -1
HOMO level (alpha / beta): -0.128 / -0.188 hartree
Frontier orbital gap (alpha / beta): 0.2116 / 0.2636 Ha

Geometry as XYZ:
```
119
Properties=species:S:1:pos:R:3:forces:R:3
Sn -1.015 0.259 -1.438 0.766 0.004 0.768
C 3.219 -1.878 0.725 -0.017 0.020 0.000
C 2.848 -2.580 -0.585 -0.069 0.121 0.037
C 2.549 -1.562 -1.684 0.028 -0.027 -0.086
C 1.745 -3.613 -0.431 0.073 -0.031 -0.003
C 2.092 -4.945 -0.635 -0.015 -0.018 -0.052
C 1.164 -5.969 -0.538 -0.017 0.020 0.012
C -0.154 -5.650 -0.261 0.065 -0.015 0.041
C -0.548 -4.335 -0.041 0.006 0.093 -0.027
C -2.017 -4.051 0.216 -0.033 -0.056 -0.024
C -2.880 -4.571 -0.939 0.009 0.103 -0.012
C -2.501 -4.636 1.547 0.004 -0.012 -0.044
C 0.416 -3.304 -0.087 -0.057 -0.008 -0.038
N 0.015 -1.974 0.187 -0.126 -0.062 0.284
C -0.163 -1.659 1.451 -0.013 -0.179 -0.145
C -0.824 -0.453 1.883 -0.050 0.017 0.202
N -1.298 0.467 1.048 0.042 0.142 -0.324
C -2.048 1.536 1.619 -0.147 0.003 -0.088
C -3.449 1.387 1.711 0.094 -0.116 -0.007
C -4.218 2.382 2.298 0.000 -0.006 0.072
C -3.630 3.533 2.795 0.038 -0.039 -0.020
C -2.263 3.690 2.668 0.007 -0.012 0.048
C -1.451 2.718 2.082 -0.012 0.073 -0.016
C 0.012 3.114 1.944 -0.020 -0.066 -0.187
C 1.073 2.015 1.970 -0.004 0.005 0.055
C 0.146 3.956 0.667 -0.036 -0.025 0.043
C -4.116 0.119 1.214 -0.114 0.031 0.023
C -4.457 -0.833 2.365 -0.037 0.084 -0.023
C -5.343 0.405 0.347 0.085 0.009 -0.038
C -0.875 -0.475 3.367 -0.070 0.050 -0.108
C -1.389 0.346 4.342 -0.021 -0.015 0.063
C -1.228 -0.022 5.707 -0.006 0.019 -0.062
C -0.578 -1.162 6.096 0.027 -0.049 -0.004
C -0.045 -2.037 5.109 0.001 -0.010 0.063
C 0.650 -3.256 5.336 -0.030 0.019 -0.017
C 1.094 -3.994 4.271 -0.001 0.008 -0.020
C 0.885 -3.594 2.922 -0.035 -0.061 -0.012
C 0.220 -2.421 2.676 0.033 0.006 0.026
C -0.224 -1.664 3.784 0.012 0.019 -0.115
H 4.109 -1.258 0.574 -0.028 0.003 -0.009
H 3.439 -2.595 1.518 -0.015 0.003 0.002
H 2.409 -1.230 1.064 0.049 -0.012 -0.007
H 3.726 -3.149 -0.903 0.030 -0.011 -0.001
H 1.795 -0.846 -1.360 -0.043 0.043 -0.014
H 2.192 -2.049 -2.595 -0.012 0.051 0.021
H 3.454 -1.000 -1.935 -0.001 0.029 0.042
H 3.120 -5.180 -0.890 -0.005 0.012 0.019
H 1.459 -6.998 -0.700 0.006 0.014 -0.002
H -0.893 -6.442 -0.212 -0.005 0.033 0.005
H -2.146 -2.972 0.257 0.017 0.060 0.040
H -2.820 -5.658 -1.025 0.001 0.005 0.009
H -2.559 -4.138 -1.889 -0.011 -0.021 0.020
H -3.929 -4.307 -0.775 0.025 0.000 -0.013
H -2.414 -5.727 1.543 -0.007 0.031 0.017
H -3.551 -4.381 1.716 0.029 -0.017 -0.014
H -1.920 -4.254 2.386 0.036 0.020 0.032
H -5.290 2.252 2.383 0.021 -0.019 -0.016
H -4.231 4.300 3.268 0.001 0.000 -0.015
H -1.793 4.596 3.038 -0.004 -0.021 -0.009
H 0.216 3.764 2.801 0.007 0.047 0.020
H 1.071 1.423 1.055 0.020 0.024 0.003
H 0.951 1.347 2.825 0.020 0.049 -0.051
H 2.051 2.496 2.057 0.021 -0.022 0.017
H -0.148 3.357 -0.195 0.028 0.056 0.013
H 1.180 4.281 0.521 -0.129 -0.047 0.041
H -0.500 4.836 0.705 0.004 0.003 0.033
H -3.378 -0.382 0.593 0.055 -0.084 -0.015
H -5.182 -0.368 3.040 0.007 -0.027 0.001
H -3.569 -1.084 2.944 0.024 -0.006 0.024
H -4.891 -1.760 1.981 0.008 0.032 0.004
H -6.121 0.934 0.902 -0.007 -0.021 0.017
H -5.777 -0.533 -0.012 0.003 0.039 0.013
H -5.066 1.013 -0.517 -0.027 0.001 0.048
H -1.912 1.262 4.103 0.003 -0.037 0.062
H -1.640 0.634 6.465 0.006 0.007 -0.019
H -0.469 -1.403 7.147 -0.005 -0.003 -0.015
H 0.823 -3.598 6.351 -0.005 0.010 -0.013
H 1.621 -4.923 4.455 -0.012 0.009 -0.017
H 1.235 -4.232 2.122 0.034 0.010 0.040
O -4.049 -1.077 -2.172 1.019 -0.413 1.026
N -3.260 -1.362 -1.381 -1.183 0.297 -1.246
F -2.330 1.747 -1.480 -0.225 0.218 0.017
F -0.641 -0.013 -7.026 -0.036 -0.007 -0.081
C -1.352 -0.741 -6.152 0.047 0.038 0.128
F -1.531 -1.958 -6.674 -0.013 -0.086 -0.099
F -2.555 -0.170 -6.025 -0.069 0.053 -0.020
S -0.476 -0.837 -4.540 -0.343 -0.035 0.173
O -0.373 0.569 -4.152 -0.036 -0.169 -0.155
O -1.392 -1.588 -3.690 0.167 0.053 -0.274
O 0.761 -1.489 -4.878 0.081 0.041 0.019
C 2.745 1.149 -4.109 0.081 -0.088 0.077
N 3.299 2.039 -3.092 0.011 -0.012 -0.068
C 4.645 2.487 -3.382 -0.025 -0.064 0.051
P 2.240 2.830 -2.087 0.005 -0.128 -0.088
O 1.209 1.911 -1.547 0.025 -0.146 -0.041
N 1.524 4.111 -2.857 -0.078 -0.016 -0.047
C 2.320 4.918 -3.764 -0.053 0.006 0.038
C 0.097 4.083 -3.173 0.033 0.057 -0.004
N 3.277 3.510 -0.986 -0.127 -0.006 0.169
C 3.329 4.905 -0.607 0.076 -0.023 -0.014
C 4.054 2.598 -0.157 0.114 0.116 -0.128
H 2.810 1.607 -5.103 -0.027 -0.001 0.016
H 1.706 0.918 -3.896 0.012 0.054 -0.004
H 3.292 0.203 -4.127 0.038 0.030 -0.017
H 4.706 2.983 -4.359 -0.007 0.006 -0.007
H 5.323 1.628 -3.405 0.002 -0.009 -0.008
H 4.995 3.177 -2.617 0.006 0.005 -0.036
H 3.371 4.905 -3.475 -0.002 0.009 0.018
H 1.978 5.957 -3.738 -0.002 0.009 -0.003
H 2.244 4.561 -4.798 0.002 -0.012 0.008
H -0.399 3.279 -2.638 -0.005 0.002 0.034
H -0.054 3.921 -4.245 -0.001 -0.036 0.009
H -0.373 5.029 -2.891 0.021 0.035 -0.009
H 2.497 5.451 -1.045 0.009 -0.019 -0.027
H 4.266 5.379 -0.927 0.026 -0.025 0.004
H 3.263 5.001 0.481 -0.001 0.011 -0.003
H 3.779 1.568 -0.372 -0.018 -0.062 -0.030
H 3.859 2.781 0.901 -0.026 0.037 0.040
H 5.130 2.716 -0.333 0.003 -0.001 0.003
```
Positions in Å, forces in eV/Å.

These are the Mulliken partial charges, in e, on atoms 1 to 8: 2.01, -1.35, 0.40, -1.45, 1.07, -1.00, -1.59, -0.30